# 1
Density functional theory data (the ωB97M-V functional and the def2-TZVPD basis) for C24H34Br2N2O4SiV as an isolated structure.

## Properties
LUMO energy (alpha / beta)	-3.84 / -3.79	eV
frontier orbital gap (alpha / beta)	8.37 / 8.42	eV
⟨S²⟩	2.012
spin multiplicity	3
charge	+1

Atoms and positions in Å:
Br1 -2.97968 -5.48598 -0.16125
Br2 0.45221 -0.02666 0.09679
V1 2.63660 -1.59445 -0.31237
Si1 -1.56590 1.40247 -0.04382
O1 4.46008 1.83167 0.01558
O2 3.13165 -3.28151 -0.46878
O3 4.50944 -5.02925 -0.10312
O4 3.15157 0.06188 -0.47770
N1 0.81526 -2.82168 -0.18339
N2 4.60062 -1.60175 0.19334
C1 5.23008 -2.76479 0.30353
C2 -1.85277 4.19099 -0.13054
C3 -0.90447 -3.96697 -1.37143
C4 -0.38366 3.21828 -1.91129
C5 -3.66348 1.55315 -1.89861
C6 -2.56139 0.57093 -1.46499
C7 -1.42461 -4.42948 -0.17164
C8 -3.21344 -0.73760 -0.99495
C9 -1.67715 0.22471 -2.67229
C10 6.56208 -0.39576 0.69100
C11 -2.28050 -0.31977 2.17816
C12 0.21896 -3.16632 -1.32648
C13 0.32196 -3.28873 0.96220
C14 4.25913 0.65921 -0.04994
C15 6.56829 -2.81700 0.64151
C16 -1.43541 1.92893 2.75941
C17 5.22598 -0.43792 0.34697
C18 -3.71386 1.69104 1.74823
C19 -0.79610 -4.09768 1.01936
C20 -0.79015 3.12013 -0.43389
C21 0.47068 3.40127 0.39910
C22 7.22751 -1.60895 0.85156
C23 -2.27338 1.15169 1.73314
C24 4.27027 -3.86138 -0.11208
H1 1.27804 2.71754 0.13892
H2 8.27705 -1.61360 1.11350
H3 0.29573 3.33601 1.47082
H4 -4.30747 1.07421 -2.64042
H5 -1.83714 1.74385 3.75915
H6 -4.29358 1.85402 -1.05824
H7 -0.39534 1.59792 2.74787
H8 -3.24630 2.45191 -2.35576
H9 -1.17054 -4.45601 1.96698
H10 -1.47383 5.17084 -0.43052
H11 -4.10266 1.66085 2.76906
H12 -2.08371 4.23884 0.93507
H13 -1.16504 1.09072 -3.08467
H14 0.35175 2.45339 -2.16836
H15 -1.36397 -4.22174 -2.31528
H16 0.81263 4.41610 0.17904
H17 -3.76351 2.72728 1.40539
H18 7.07234 -3.76976 0.72174
H19 -2.75280 -0.38111 3.16258
H20 -4.37696 1.08850 1.12489
H21 -1.46903 3.00501 2.58839
H22 -3.74037 -1.19332 -1.83782
H23 -0.92830 -0.52267 -2.40374
H24 7.06742 0.55209 0.81100
H25 -2.83606 -0.96707 1.50282
H26 0.82663 -2.98546 1.87164
H27 -2.30898 -0.19307 -3.46098
H28 -1.26482 -0.70428 2.26678
H29 -2.46079 -1.44698 -0.64210
H30 -3.94671 -0.57185 -0.20543
H31 0.07814 4.19383 -2.08289
H32 -1.23838 3.13950 -2.58365
H33 0.65119 -2.77067 -2.23831
H34 -2.78110 4.01246 -0.67880



# 2
Density functional theory data (the ωB97M-V functional and the def2-TZVPD basis) for a 3-piece molecular cluster, C24H34Br4ClFNO3P overall.

## Properties
LUMO energy	-1.04	eV
frontier orbital gap	7.82	eV
SMILES	CCC[C@H](C)c1c(P(N)O)cc([C@@H](C)F)c2c1C(=O)C=C([C@@H](Cl)CC)C2=O.BrCCBr.BrCCBr

Atoms and positions in Å:
Br1 6.50635 -4.72964 4.00026
Br2 5.46624 -1.26118 3.28773
Br3 0.15116 3.30164 3.98830
Br4 3.19324 4.07463 2.08054
Cl1 -3.77074 2.82108 -4.74073
P1 0.57609 -1.53002 2.56133
F1 1.24554 3.54114 -0.78697
O1 1.63365 -2.54782 1.79160
O2 -4.18391 0.67512 -0.17727
O3 -1.00863 3.20324 -2.25792
N1 1.80161 -0.52242 3.21209
C1 1.44233 4.91934 2.00697
C2 -0.20287 0.88795 -5.20265
C3 -2.29247 -1.64063 1.36820
C4 -2.39185 -3.35466 -0.55985
C5 -1.43706 -0.55944 0.71743
C6 -2.43445 1.65693 -4.39124
C7 -1.36673 2.08356 -2.03823
C8 0.45738 1.29426 -0.44309
C9 -1.13903 2.09561 -5.03811
C10 5.13561 -3.64295 4.85325
C11 -3.18713 0.50832 -0.82335
C12 1.55137 2.20686 -0.95519
C13 -2.37339 1.40668 -2.90316
C14 2.01356 1.92777 -2.37888
C15 -3.81069 -1.62783 1.31185
C16 -3.25109 0.61008 -2.30458
C17 -0.08277 -0.49580 1.14734
C18 -0.87247 1.25042 -0.88511
C19 0.81494 0.40814 0.57262
C20 0.81999 5.02344 3.37211
C21 4.39842 -2.78544 3.86178
C22 -1.54347 -4.41995 -1.26865
C23 -1.79901 0.36253 -0.28101
C24 -1.82167 -3.01173 0.81535
H1 -0.04690 5.67942 3.34317
H2 2.61408 -0.54123 2.59848
H3 1.51798 5.37442 4.12479
H4 -0.66372 2.92181 -4.52412
H5 -1.04034 -5.06092 -0.54734
H6 1.44386 -2.61466 0.85039
H7 -0.09660 0.36807 -4.25103
H8 5.63368 -3.05758 5.61880
H9 -0.73953 -3.03944 0.70981
H10 -2.38254 -2.45073 -1.17248
H11 -4.04229 0.12375 -2.85623
H12 1.93874 0.86879 -2.60405
H13 -2.74695 0.72687 -4.85684
H14 0.84451 4.33289 1.31840
H15 3.50752 -2.35515 4.31538
H16 4.45253 -4.34855 5.32009
H17 -4.26130 -0.81507 1.87039
H18 -3.41927 -3.69461 -0.48387
H19 3.06026 2.20908 -2.45935
H20 2.40526 2.03270 -0.29945
H21 -0.80045 -3.96385 -1.91680
H22 -2.16081 -5.07341 -1.88072
H23 -0.64634 0.20305 -5.91999
H24 1.45439 2.53001 -3.08859
H25 1.61268 5.90710 1.58530
H26 -4.16411 -2.55346 1.76884
H27 -1.38403 2.44917 -6.03827
H28 -2.08189 -3.78196 1.53996
H29 4.11879 -3.32658 2.96422
H30 -4.23200 -1.60858 0.31673
H31 1.83593 0.42852 0.93094
H32 -2.02065 -1.65279 2.42025
H33 1.48911 0.43147 3.35644
H34 0.76235 1.22224 -5.56603



| no. | energy (hartree) |
| --- | --- |
| 1 | -7726.83583 |
| 2 | -12412.87539 |